No. 1
57
Properties=species:S:1:pos:R:3 method="wB97M-V/def2-TZVPD" e_tot_ev=-51678.0620 homo_ev=-4.804 orbital_gap_ev=7.128 charge=-1
C 3.36323 2.57443 4.11210
O -0.82438 1.98912 0.74123
O 2.91623 2.84446 1.74949
H 0.46017 0.32465 1.10988
O -3.50793 -3.87575 0.37203
H 2.71067 -0.38481 -4.57034
H -0.24295 -0.22666 -1.43858
C 2.10908 1.15223 -3.17685
H -0.30416 -4.21330 0.94872
H -1.78231 0.47713 -0.91853
H 1.70870 3.17119 -3.82817
C -0.48052 -2.49977 -0.38779
H 0.48430 0.51083 -4.05560
H 4.03024 0.20962 -3.54657
C -2.88515 -2.98181 0.98006
C 0.20835 -3.27526 0.74281
H 2.05651 2.04881 -5.14145
F 1.54392 -3.53961 0.40909
H 1.64894 1.90154 3.00492
H 4.44111 2.69641 3.96784
O 0.73303 0.78458 -3.16573
H 3.13465 -0.09323 3.38643
P -3.50469 -1.72827 -1.46014
H 3.86107 2.93834 1.58980
H -6.55304 -0.05299 1.95965
H 2.83317 0.18387 1.66464
C 3.29777 0.59855 2.55930
C -5.84445 -0.61070 1.35380
H 3.20154 1.93859 4.98349
H 0.31884 -2.19670 -1.06903
C 2.72890 1.97505 2.86643
C -0.91089 -0.09010 -0.58904
H 4.37403 0.66672 2.37162
H -4.46436 -1.31073 2.79039
S -4.40197 -0.09054 -2.12140
N -1.23263 -1.34810 0.09846
C -2.66954 -1.61795 0.21151
H -2.56380 -0.29710 1.82786
H -2.49129 -2.12131 -2.35023
H 2.34257 1.45472 -2.15427
H 0.92697 2.76161 0.41606
H -3.47200 0.39533 0.49603
H -1.10374 -3.19498 -0.96035
C 2.33202 2.32547 -4.11962
O -2.37926 -3.00648 2.12373
H 2.94420 3.56000 4.31687
H -6.14391 -0.93947 0.36430
H 2.79618 -0.87297 -2.87919
C -3.32288 -0.51429 1.07618
C -4.59699 -0.85450 1.81097
H -4.41665 -2.77794 -1.46541
H 0.13893 -2.68403 1.65402
C -0.16290 0.82375 0.37598
C 2.96848 -0.04221 -3.56393
C 0.35469 2.09250 -0.20695
H 3.37591 2.64380 -4.11780
H -0.08203 2.39824 -1.14873

No. 2
53
Properties=species:S:1:pos:R:3 method="wB97M-V/def2-TZVPD" e_above_lowest_kcal_mol=73.1 e_tot_ev=-41071.9183 homo_ev="-13.393 / -13.394" orbital_gap_ev="3.842 / 3.843" charge=+2
C -1.39699 0.81874 0.79459
H 1.21628 -2.43703 4.55428
C 1.72971 -2.16283 -2.65036
C -1.51032 2.31599 -2.42682
H 0.90692 3.53742 -3.47302
H -2.32285 1.42374 0.67454
H -2.24085 1.49667 -2.40103
H -0.94566 -3.73723 -1.89120
H 2.44955 -1.33757 -2.60139
H 0.15673 -1.19053 -4.62774
H -0.06350 1.44846 -4.53173
H -0.00514 -1.91525 5.71130
H 0.62004 -0.80211 -0.18278
C -1.85017 -0.60588 1.15864
C 0.86213 1.35236 1.99686
H 2.76766 0.55068 1.43512
O 0.06326 1.56823 5.16265
C -0.25084 -0.59035 -3.79437
P 0.05058 -1.54634 -2.22005
H 0.93844 -2.49369 2.18260
H 1.73633 -2.59077 -3.65988
H -1.66397 1.91277 6.29097
H 1.27075 3.79581 -1.72796
C -0.52480 1.53929 1.80201
P 0.18245 1.64342 -2.10119
C -1.17535 1.39152 5.45519
H 2.27670 2.68779 -2.68745
H -1.34751 -0.50844 -3.91618
H 2.04636 -2.92411 -1.92639
C -1.01989 -2.96004 -2.65990
C 0.75727 -1.53566 4.99618
H 1.82675 1.10163 0.05752
H 1.53300 -1.05819 5.62775
H -1.43460 -2.27506 2.51569
H -0.73435 -3.36111 -3.64079
O -1.83355 0.55294 4.72560
H -0.94625 0.83814 -0.22354
C 1.73954 0.57522 1.02653
C 1.25044 -0.84771 0.72955
H -1.55186 2.81013 -3.40575
H 2.12587 -1.45746 0.44163
C 0.38691 0.79589 -3.76224
H -0.92795 2.52468 2.07138
C 1.25486 3.06483 -2.54526
H -2.80312 -0.53146 1.71359
C 0.47085 -1.56576 1.81396
Hf -0.04982 -0.02579 3.62685
H 1.40387 2.13606 2.55084
H -2.13430 -1.12708 0.21779
H 1.47585 0.72287 -3.94998
H -1.78419 3.03179 -1.63907
C -0.92257 -1.44266 2.00613
H -2.05865 -2.60691 -2.69371

No. 3
53
Properties=species:S:1:pos:R:3 method="wB97M-V/def2-TZVPD" multiplicity=3 e_above_lowest_kcal_mol=30.8 e_tot_ev=-80819.1060 homo_ev="-5.242 / -4.706" orbital_gap_ev="4.715 / 4.172" s_squared=2.014 charge=0
H -0.44563 2.82792 -3.32562
H 0.92417 -2.49496 -3.60338
H -3.05350 -0.12812 -4.29205
O -0.76653 1.29880 0.13719
H 1.99591 -3.12354 -5.64927
H -0.49405 3.50386 -7.22360
H 1.95336 -1.99757 -0.30770
H -2.56323 2.34009 -4.21966
H 2.24660 -1.53658 -6.41042
H -1.44961 0.10245 -5.81588
C -1.22926 -3.07384 -6.01407
C 0.46564 0.93405 -2.88166
H 1.87039 -0.05135 -4.21051
C -0.94412 3.15969 -6.27860
C 0.33605 -1.60318 -3.87499
H -2.64613 -1.46966 -2.22022
C 1.77532 3.20780 -5.19686
C -0.54022 -0.26539 -6.34393
H -1.45024 -2.79930 -3.51411
C 0.59562 0.77931 -6.38490
H 1.26445 1.61080 -2.52208
H -1.15010 -3.93802 -5.33991
H 2.66548 2.56030 -5.19092
H -1.81722 2.54047 -6.52679
H 1.74624 3.79886 -4.27090
H -3.41866 0.59170 -2.73635
C -0.48287 1.81019 -3.77066
H -1.01662 -3.39282 -7.04568
H -0.08721 0.69150 -1.97234
O 0.81183 1.89877 1.58986
C -1.90528 1.51480 -3.83956
P -0.03087 -1.81248 -5.56945
H -1.27562 4.04436 -5.72111
P 0.28139 2.22277 -5.32325
C -0.25536 2.14531 0.94220
H -1.25807 -0.49831 -1.77367
C -1.06110 -1.78060 -3.50084
H -0.84125 -0.52089 -7.37439
C 1.53497 -2.36263 -6.29542
Ni 0.85056 0.05454 0.74794
H 1.58125 0.36281 -6.11554
H 1.87212 -2.04246 1.50239
H 0.38487 -2.36406 0.51763
H 1.84011 3.88899 -6.05392
H -0.74314 3.10198 1.10461
H -2.24484 -2.65630 -5.95923
H 0.67373 1.15138 -7.41894
H 1.78868 -0.68982 -2.57741
C 1.32753 -1.79905 0.57477
C -2.57311 0.30467 -3.38718
C -1.82450 -0.86257 -2.64655
H 1.33546 -2.80040 -7.28364
C 1.15749 -0.32616 -3.41594

No. 4
53
Properties=species:S:1:pos:R:3 method="wB97M-V/def2-TZVPD" multiplicity=4 e_above_lowest_kcal_mol=138.0 e_tot_ev=-41884.9569 homo_ev="-13.808 / -12.476" orbital_gap_ev="4.227 / 2.827" s_squared=3.794 charge=+2
H -0.85884 0.25926 3.37049
Re 1.33722 -3.42404 -1.62985
H 1.06904 2.16494 -2.23047
H 2.38043 0.44735 1.89000
H 1.60547 -3.24891 1.00703
H 3.25996 -0.40513 -2.42786
H -0.00178 -0.56521 -0.52445
C 1.27380 0.55332 2.13007
H 1.34608 -1.43339 1.28707
C 0.56093 -0.74299 1.66088
O -0.36598 -3.38441 -1.02064
H -2.48196 0.45638 -3.33684
C -2.01497 -0.33284 -2.70860
H 3.05892 -2.91137 0.03120
H -2.66768 -1.21492 -2.76544
C -0.46767 -0.82554 0.53118
H -3.30041 2.31074 -0.27029
H -0.72213 3.08506 3.01616
H 2.38047 2.84830 -1.11902
C 2.16461 2.25511 -0.21048
C -0.53112 2.15380 2.47281
C -3.38867 1.54346 -1.06586
C -1.45437 1.04038 2.92943
P -2.01836 0.30210 -1.05213
H 3.77331 1.30527 -1.79891
O -1.27129 -5.07387 0.17680
H 1.28272 2.74584 0.22870
H 0.27268 -5.39245 -1.16017
H 3.00570 2.44731 0.46419
H -3.28729 2.07949 -2.03073
H -1.18711 2.28841 -1.99675
H -4.39673 1.09737 -1.03013
H -0.68913 2.25388 -0.36495
C -2.32299 0.56505 1.91206
P 1.86234 0.40476 -0.67948
H 1.58595 2.51114 3.20593
H 0.04966 -1.33294 2.42502
H -0.64739 2.40000 1.39558
C 0.89760 1.74660 2.69637
H -2.55258 -1.08571 0.73223
H -0.72743 -1.89243 0.31895
H 0.49632 0.53208 -2.68775
C 2.27168 -3.66680 0.21103
C 3.48895 0.25271 -1.55592
C 0.57175 1.24622 -1.85664
C -0.77151 1.61035 -1.24877
H 4.18634 -0.21726 -0.81540
H -1.00217 -0.54206 -3.09908
H 2.84046 -4.52266 0.68051
C -2.00205 -0.12341 0.72748
H -2.10206 1.41698 3.71319
C -0.39874 -4.76687 -0.58602
H -3.38996 0.78153 2.05824